# 1
{"formula": "C21H24ClN3O4S", "method": "ωB97M-V/def2-TZVPD", "species": ["C", "C", "C", "O", "C", "C", "C", "C", "C", "N", "N", "C", "O", "C", "C", "C", "C", "N", "S", "O", "O", "C", "C", "C", "C", "Cl", "C", "C", "C", "C", "H", "H", "H", "H", "H", "H", "H", "H", "H", "H", "H", "H", "H", "H", "H", "H", "H", "H", "H", "H", "H", "H", "H", "H"], "positions_angstrom": [[6.89511, 1.87315, -3.28466], [7.12357, 0.66862, -2.37197], [8.59202, 0.25656, -2.35998], [6.39947, -0.46503, -2.84005], [5.07448, -0.58658, -2.61343], [4.48075, -1.73518, -3.15144], [3.14072, -1.98273, -2.97582], [2.33853, -1.09093, -2.25683], [0.93312, -1.35804, -2.07500], [0.17148, -0.53348, -1.47213], [-1.12926, -0.82644, -1.31187], [-1.99882, 0.00865, -0.67575], [-3.15869, -0.30338, -0.52194], [-1.37368, 1.31332, -0.21429], [-1.16869, 2.30799, -1.37185], [-1.37826, 3.65993, -0.69148], [-2.51264, 3.34499, 0.28350], [-2.24358, 1.98867, 0.72920], [-1.86133, 1.70325, 2.32607], [-0.43849, 1.56221, 2.49967], [-2.54781, 2.67597, 3.12290], [-2.61800, 0.09530, 2.50599], [-1.82823, -1.03699, 2.49281], [-2.42486, -2.28534, 2.52225], [-3.80936, -2.36839, 2.55785], [-4.55802, -3.91896, 2.57944], [-4.60263, -1.22936, 2.57516], [-3.99561, 0.01256, 2.54518], [2.93446, 0.05180, -1.72012], [4.27809, 0.30626, -1.89343], [7.24116, 1.64073, -4.28895], [5.83927, 2.12813, -3.33622], [7.44637, 2.73135, -2.91054], [6.81065, 0.90739, -1.34575], [9.20634, 1.07675, -2.00040], [8.90656, -0.01230, -3.36473], [8.73284, -0.60412, -1.71169], [5.10701, -2.41828, -3.70327], [2.70196, -2.87491, -3.39880], [0.54884, -2.30322, -2.47907], [-1.50005, -1.71843, -1.65330], [-0.41720, 1.08663, 0.27274], [-0.18837, 2.19204, -1.82741], [-1.93661, 2.14968, -2.13093], [-1.63654, 4.45047, -1.39269], [-0.48220, 3.94537, -0.13946], [-2.55479, 4.00150, 1.15138], [-3.48153, 3.35955, -0.22776], [-0.75557, -0.92583, 2.46202], [-1.82859, -3.18442, 2.51035], [-5.67698, -1.32007, 2.59893], [-4.57270, 0.92251, 2.54861], [2.31989, 0.73609, -1.15709], [4.69736, 1.19979, -1.45859]], "smiles": "CC(C)Oc1ccc(/C=N/NC(=O)[C@H]2CCCN2S(=O)(=O)c2ccc(Cl)cc2)cc1", "de_lowest_kcal_mol": 48.4, "homo_energy_ev": -8.17, "homo_lumo_gap_ev": 8.5}


# 2
{"formula": "C28H56Br15NO6P", "method": "ωB97M-V/def2-TZVPD", "species": ["C", "C", "C", "C", "N", "C", "O", "P", "C", "O", "C", "C", "O", "C", "C", "C", "C", "O", "O", "C", "C", "O", "Br", "H", "H", "H", "H", "H", "H", "H", "H", "H", "H", "H", "H", "H", "H", "H", "H", "H", "H", "H", "H", "H", "H", "H", "H", "H", "H", "H", "H", "Br", "C", "C", "Br", "H", "H", "H", "H", "Br", "C", "C", "Br", "H", "H", "H", "H", "Br", "C", "C", "Br", "H", "H", "H", "H", "Br", "C", "C", "Br", "H", "H", "H", "H", "Br", "C", "C", "Br", "H", "H", "H", "H", "Br", "C", "C", "Br", "H", "H", "H", "H", "Br", "C", "C", "Br", "H", "H", "H", "H"], "positions_angstrom": [[6.71067, -3.18610, 2.16476], [5.33731, -3.22659, 2.86419], [4.27234, -2.39497, 2.12807], [3.54386, -3.28660, 1.13186], [2.51132, -2.66465, 0.31909], [1.74782, -1.62648, 0.93416], [2.30882, -0.37799, 0.75763], [1.18433, 0.84395, 1.38415], [-0.12442, 1.99399, 2.15950], [-0.48913, 1.51237, 3.45137], [-1.84172, 1.72248, 3.76028], [-2.76665, 0.72232, 3.03686], [-0.11437, -0.28249, 0.94999], [0.30486, -1.50712, 0.41926], [-0.67596, -2.56399, 0.99243], [-0.04698, -3.83325, 1.59031], [-1.07503, -4.47698, 2.49304], [-1.86193, -5.32639, 2.13164], [-1.09108, -4.03493, 3.77090], [0.19762, -1.57934, -1.12136], [0.63542, -0.34250, -1.85219], [1.73152, -0.11209, -2.29293], [-0.86536, 0.93754, -2.08996], [7.45656, -2.69707, 2.77878], [6.62504, -2.66313, 1.21922], [7.07180, -4.18424, 1.94722], [5.42782, -2.90617, 3.89435], [5.03260, -4.26904, 2.89158], [3.59947, -1.99692, 2.87695], [4.77149, -1.56706, 1.64154], [3.16167, -4.15228, 1.67164], [4.29975, -3.66801, 0.44810], [2.87110, -2.36214, -0.57039], [1.60501, -1.80557, 2.00268], [1.06504, 1.48064, 0.09864], [2.29473, 1.75984, 1.63598], [1.38130, 0.25371, 2.69352], [0.34695, 2.96665, 2.29660], [-0.99548, 2.08613, 1.51411], [-2.13081, 2.74216, 3.53020], [-1.94831, 1.54807, 4.82606], [-3.23388, 0.03716, 3.73036], [-2.16188, 0.18542, 2.31290], [-3.52993, 1.25593, 2.47910], [-1.24194, -2.07084, 1.77250], [-1.39658, -2.88439, 0.25147], [0.17432, -4.56944, 0.83227], [0.82831, -3.61498, 2.18875], [-0.40043, -3.38066, 3.91100], [0.82875, -2.39309, -1.46204], [-0.82664, -1.76606, -1.41601], [-2.83891, 4.50992, 5.69645], [-1.75176, 6.11758, 5.60651], [-1.80141, 6.72272, 4.22977], [-0.74007, 5.68689, 2.97473], [-0.74760, 5.83203, 5.90119], [-2.16655, 6.80240, 6.34312], [-1.37353, 7.72343, 4.23440], [-2.81061, 6.75916, 3.83033], [-2.20401, 5.72577, -1.79067], [-2.99611, 7.41273, -1.23975], [-3.05448, 7.53894, 0.25891], [-4.46821, 6.44222, 1.01966], [-3.97785, 7.46373, -1.69823], [-2.35737, 8.18692, -1.65893], [-3.29104, 8.56152, 0.54561], [-2.13095, 7.22861, 0.73912], [-4.58532, -1.46254, -4.32157], [-5.58188, -0.72136, -2.82505], [-4.66546, -0.24593, -1.73440], [-3.93570, -1.70613, -0.68650], [-6.27303, -1.48898, -2.49431], [-6.13665, 0.11670, -3.24121], [-5.21280, 0.37038, -1.02478], [-3.81688, 0.31249, -2.11818], [-0.53626, 1.98538, -8.08703], [-0.67383, 1.35577, -6.24230], [-2.08989, 0.99802, -5.88725], [-3.18192, 2.58479, -5.61818], [-0.26688, 2.14174, -5.61596], [-0.03636, 0.47659, -6.17915], [-2.12011, 0.45585, -4.94467], [-2.57923, 0.41284, -6.65839], [2.49105, -2.72172, -10.29681], [1.83562, -1.32602, -9.10736], [2.14210, -1.62063, -7.66645], [0.95874, -2.97801, -6.93006], [0.77190, -1.22723, -9.29376], [2.34351, -0.41736, -9.42089], [1.97056, -0.73102, -7.06506], [3.15713, -1.97211, -7.51715], [4.96778, 1.27015, -7.19698], [4.79847, 1.00295, -5.27150], [3.38112, 0.70586, -4.86982], [2.26912, 2.29611, -4.87920], [5.18656, 1.89692, -4.79639], [5.44334, 0.15833, -5.04139], [3.33957, 0.34260, -3.84590], [2.90833, -0.01494, -5.52704], [-0.34566, -4.77611, 8.70410], [-2.21158, -5.03101, 8.21104], [-2.50223, -4.52324, 6.82481], [-2.60091, -2.58388, 6.76682], [-2.80402, -4.53149, 8.96985], [-2.38014, -6.10411, 8.26433], [-3.47646, -4.87281, 6.49155], [-1.75033, -4.81621, 6.09991]], "total_charge": -1, "de_lowest_kcal_mol": 9.0, "homo_energy_ev": -4.68, "homo_lumo_gap_ev": 6.5}


# 3
{"formula": "C8H9NO", "method": "ωB97M-V/def2-TZVPD", "species": ["C", "C", "C", "C", "C", "C", "C", "C", "H", "H", "H", "H", "H", "H", "H", "H", "H", "N", "O"], "positions_angstrom": [[0.09981, -2.23377, 1.20808], [-0.61663, -1.10133, 2.08463], [-0.33391, 0.47251, 0.21316], [0.69510, 1.49075, 0.08819], [1.17003, 1.88999, -1.18868], [0.62559, 1.33473, -2.31299], [-0.45441, 0.43557, -2.16031], [-0.91409, 0.06628, -0.96048], [0.06122, -3.02264, 1.71362], [1.37975, -1.91427, 1.45692], [-0.16451, -2.31484, 0.33355], [-0.96385, 0.84371, 2.18935], [1.16327, 1.70302, 0.97354], [1.87194, 2.47538, -1.37897], [0.97782, 1.63596, -3.25280], [-1.07350, 0.04279, -2.90071], [-1.87737, -0.68350, -0.81242], [-0.70112, 0.16082, 1.52045], [-0.94512, -1.28117, 3.18587]], "de_lowest_kcal_mol": 79.0, "homo_energy_ev": -8.97, "homo_lumo_gap_ev": 9.8}


# 4
{"formula": "C6H10O", "method": "ωB97M-V/def2-TZVPD", "species": ["C", "C", "O", "C", "C", "C", "C", "H", "H", "H", "H", "H", "H", "H", "H", "H", "H"], "positions_angstrom": [[-1.70695, -1.03471, -0.62553], [-0.88182, 0.20871, -0.05342], [-1.56134, 1.53162, -0.26950], [-0.34889, 0.17262, 1.36798], [0.56700, 0.21444, 0.16564], [1.70896, -0.60615, -0.09112], [1.77995, 0.84705, -0.15313], [-2.36494, -1.42112, 0.03828], [-0.96519, -1.81293, -0.78210], [-2.24187, -0.86850, -1.54458], [-1.28186, 1.88561, -1.13108], [-0.16730, -0.53233, 2.11354], [-0.65718, 1.01498, 1.86794], [1.67361, -1.21767, -0.96359], [2.27899, -1.09704, 0.76139], [2.33919, 1.38358, 0.51038], [1.82961, 1.33184, -1.21110]], "smiles": "C[C@@]1(O)CC12CC2", "de_lowest_kcal_mol": 70.2, "homo_energy_ev": -9.58, "homo_lumo_gap_ev": 10.5}


# 5
{"formula": "C2H11N2Si", "method": "ωB97M-V/def2-TZVPD", "species": ["C", "C", "N", "N", "Si", "H", "H", "H", "H", "H", "H", "H", "H", "H", "H", "H"], "positions_angstrom": [[-2.96976, -0.47263, -0.05360], [-1.74381, 0.30408, 0.15303], [1.75334, 0.86884, 0.41630], [-0.59909, 0.05689, -0.29042], [2.77658, -0.45466, -0.21316], [-3.77571, 0.22550, -0.39322], [-3.15883, -0.73315, 1.04343], [-2.80732, -1.41451, -0.57447], [-1.86345, 1.18590, 0.78986], [1.75903, 1.73323, -0.06050], [0.18849, 0.64650, 0.09502], [2.03159, 1.08096, 1.36655], [-0.28019, -0.51265, -1.00644], [3.91355, -0.57660, 0.59113], [2.76416, -0.26269, -1.71198], [2.01144, -1.67502, -0.15154]], "total_charge": 1, "de_lowest_kcal_mol": 0.0, "homo_energy_ev": -14.42, "homo_lumo_gap_ev": 10.5}


# 6
{"formula": "C28H53N11Ti", "method": "ωB97M-V/def2-TZVPD", "species": ["Ti", "C", "N", "C", "C", "N", "C", "C", "N", "C", "C", "N", "C", "N", "C", "C", "N", "C", "C", "C", "C", "N", "C", "N", "C", "C", "N", "C", "C", "N", "C", "C", "H", "H", "H", "H", "H", "H", "H", "H", "H", "H", "H", "H", "H", "H", "H", "H", "H", "H", "H", "H", "H", "H", "H", "H", "H", "H", "H", "H", "H", "H", "H", "H", "H", "H", "H", "H", "H", "H", "H", "H", "H", "H", "H", "H", "H", "H", "H", "H", "N", "C", "C", "C", "C", "C", "C", "C", "H", "H", "H", "H", "H"], "positions_angstrom": [[-0.15788, -0.08313, -0.72836], [-3.99550, -2.61726, 0.13985], [-2.94091, -2.02844, -0.70698], [-3.17407, -0.69478, -1.21062], [-1.80467, -2.67045, -1.01405], [-0.71882, -1.90557, -1.39349], [0.24615, -2.58770, -2.29796], [0.98573, -1.54012, -3.08989], [1.36486, -0.43895, -2.15702], [2.44131, -0.75685, -1.17677], [1.12400, -1.20548, 0.95593], [-0.15554, -0.50310, 1.17802], [-0.19090, 0.13665, 2.42301], [-1.29873, 0.09836, 3.12892], [-2.35294, -0.89271, 2.88017], [-1.60135, 1.05868, 4.20962], [0.94155, 0.72467, 2.83194], [1.74616, 1.45946, 1.84384], [1.38436, 0.79372, 4.24213], [1.58313, 0.86881, -2.86324], [1.19763, 2.04400, -1.98010], [-0.16307, 1.77340, -1.40920], [-1.10832, 2.78102, -1.59830], [-0.81586, 4.03773, -1.32985], [-1.46114, 5.17793, -2.02398], [0.22993, 4.45830, -0.39156], [-2.31645, 2.42126, -2.08337], [-2.40516, 1.67249, -3.34812], [-3.54662, 3.15710, -1.74075], [-1.76186, -3.99962, -0.98467], [-2.90518, -4.84406, -1.40032], [-0.59702, -4.77494, -0.53672], [-4.36276, -1.84366, 0.81059], [-3.57934, -3.42554, 0.73272], [-4.83037, -2.98726, -0.45223], [-4.16115, -0.35937, -0.90434], [-3.09661, -0.65503, -2.29354], [-2.48281, 0.06251, -0.79223], [-0.27219, -3.26243, -2.97830], [0.95196, -3.19338, -1.72855], [0.33956, -1.10434, -3.84873], [1.86973, -1.94255, -3.58777], [3.36609, -0.23323, -1.41242], [2.63516, -1.82621, -1.16247], [1.63656, -1.41923, 1.88955], [0.96279, -2.14606, 0.42904], [-3.14214, -0.45747, 2.26729], [-2.77831, -1.17611, 3.84059], [-1.93887, -1.77111, 2.39725], [-0.97298, 1.93683, 4.11564], [-1.46882, 0.60000, 5.18808], [-2.64434, 1.35025, 4.09878], [1.06591, 2.05677, 1.23743], [3.08535, 1.41608, 0.23081], [2.36302, 2.15586, 2.40653], [0.82246, 0.08300, 4.84030], [1.26991, 1.79732, 4.65052], [2.43624, 0.51149, 4.26598], [0.93084, 0.85737, -3.73328], [2.61553, 0.93246, -3.21164], [1.15743, 2.93260, -2.60960], [1.92943, 2.24339, -1.20029], [-1.90446, 4.84947, -2.95742], [-0.67589, 5.89709, -2.24848], [-2.20484, 5.65326, -1.38754], [0.53396, 3.62631, 0.23042], [-0.17588, 5.24727, 0.23962], [1.08798, 4.85749, -0.93301], [-1.57542, 0.97729, -3.45060], [-2.39444, 2.36320, -4.19377], [-3.34526, 1.12665, -3.37884], [-3.41013, 3.70518, -0.81317], [-4.33952, 2.42321, -1.59974], [-3.85814, 3.83901, -2.53097], [-3.61897, -4.25892, -1.97099], [-3.38902, -5.31297, -0.54522], [-2.50665, -5.62386, -2.04776], [0.09091, -4.14754, 0.02447], [-0.08775, -5.25348, -1.37299], [-0.95813, -5.55111, 0.13685], [1.86466, -0.26139, 0.08295], [2.67945, 0.66918, 0.91717], [3.84124, -0.01373, 1.62281], [4.67304, 0.79065, 2.40335], [5.77663, 0.25237, 3.04474], [6.07273, -1.09856, 2.90690], [5.26834, -1.90070, 2.11506], [4.15924, -1.36088, 1.47270], [4.48642, 1.85629, 2.49730], [6.41456, 0.89105, 3.64131], [6.93713, -1.51943, 3.40328], [5.50604, -2.94879, 1.98895], [3.57206, -2.02698, 0.84875]], "total_charge": 4, "homo_energy_ev": -18.58, "homo_lumo_gap_ev": 5.8}